Version one
Here is C5H14N2O in the gas phase from the Open Molecules 2025 dataset. Energies are from ωB97M-V/def2-TZVPD.

Geometry as ORCA input:
```
! RIJCOSX wB97M-V def2-TZVPD def2/J DEFGRID3
* xyz 0 1
C 2.42 -0.47 -0.54
O 3.53 -0.59 0.43
C 1.29 0.26 0.16
C -0.06 -0.29 -0.33
C -1.35 0.51 -0.04
C -2.40 -0.25 0.81
N -3.15 -1.11 -0.11
N 1.50 1.69 -0.07
H 2.81 0.04 -1.42
H 2.32 -1.50 -0.88
H 1.42 0.15 1.23
H -0.14 -1.30 0.09
H -0.06 -0.42 -1.41
H -1.92 0.89 -0.89
H -1.03 1.42 0.49
H -2.98 0.49 1.34
H -1.80 -0.89 1.48
H -2.54 -1.74 -0.61
H -3.95 -1.53 0.33
H 3.79 0.32 0.53
H 0.83 2.26 0.43
H 1.46 2.05 -1.03
*
```

Summary:
Kohn-Sham gap ... 0.372 Ha

Results of the Löwdin charge analysis, in e, for atoms 1 through 5: atom 1 (C): -0.202, atom 2 (O): -0.085, atom 3 (C): -0.386, atom 4 (C): -0.177, atom 5 (C): -0.203

=====

Version two
Here is a molecular structure, C5H14N2O from the Open Molecules 2025 dataset. Energies are from ωB97M-V/def2-TZVPD.

Geometry as ORCA input:
```
! RIJCOSX wB97M-V def2-TZVPD def2/J DEFGRID3
* xyz 0 1
C 1.54 0.73 -1.43
C 1.43 -0.73 -1.86
C 1.49 0.87 0.08
C 1.10 2.13 0.68
H 2.48 1.16 -1.78
H 0.73 1.31 -1.88
H 2.22 0.27 0.62
H 1.49 -0.83 -2.95
H 2.23 -1.33 -1.42
H 0.48 -1.14 -1.53
H 0.69 2.92 0.06
H 1.47 2.41 1.65
C -2.51 -0.56 1.85
N -1.40 -1.27 1.24
N -1.80 -1.73 -0.01
O 0.15 0.71 0.60
H -0.42 -0.44 1.13
H -1.13 -2.40 -0.37
H -1.91 -0.98 -0.69
H -3.38 -1.21 1.93
H -2.77 0.34 1.26
H -2.20 -0.24 2.84
*
```

Summary:
Kohn-Sham gap ... 0.283 Ha

Results of the Löwdin charge analysis, in e, for atoms 1 through 5: atom 1 (C): -0.205, atom 2 (C): -0.089, atom 3 (C): -0.382, atom 4 (C): 0.101, atom 5 (H): 0.115

=====

Version three
Here is a molecular structure, C5H14N2O from the Open Molecules 2025 dataset. Energies are from ωB97M-V/def2-TZVPD.

Geometry as ORCA input:
```
! RIJCOSX wB97M-V def2-TZVPD def2/J DEFGRID3
* xyz 0 1
C 0.82 -0.49 -0.31
C -0.43 -0.31 0.32
C -0.20 -2.06 -1.06
C 0.44 1.74 2.30
C -1.27 -1.75 -2.08
N 0.31 1.36 0.91
N -0.17 2.40 0.06
O 1.84 -1.01 0.44
H 2.65 -0.55 0.22
H 1.07 0.06 -1.20
H 0.60 2.97 -0.28
H -0.79 3.06 0.54
H -1.23 0.14 -0.25
H -0.62 -0.85 1.23
H -0.50 -2.81 -0.33
H 0.71 -2.43 -1.53
H -0.52 2.05 2.75
H 0.83 0.90 2.88
H 1.14 2.59 2.43
H -1.41 -2.59 -2.78
H -1.02 -0.86 -2.67
H -2.24 -1.56 -1.61
*
```

Summary:
Kohn-Sham gap ... 0.298 Ha

Results of the Löwdin charge analysis, in e, for atoms 1 through 5: atom 1 (C): -0.326, atom 2 (C): -0.034, atom 3 (C): -0.160, atom 4 (C): -0.164, atom 5 (C): -0.161

=====

Version four
Here is C5H14N2O in the gas phase from the Open Molecules 2025 dataset. Energies are from ωB97M-V/def2-TZVPD.

Geometry as ORCA input:
```
! RIJCOSX wB97M-V def2-TZVPD def2/J DEFGRID3
* xyz 0 1
C -0.08 -0.03 1.84
N -0.50 0.38 0.43
C 0.33 -0.40 -0.55
C -0.55 -1.54 -1.03
O 0.08 -2.19 -2.19
C 0.90 0.53 -1.82
N 1.33 1.93 -1.64
C -1.32 0.53 2.68
H 0.84 0.55 2.09
H -0.23 -1.11 2.06
H -0.22 1.32 0.20
H 1.32 -0.76 0.03
H -1.45 -1.01 -1.52
H -0.73 -2.25 -0.37
H 0.81 -2.81 -1.80
H -0.02 0.68 -2.44
H 1.55 -0.20 -2.42
H 0.59 2.33 -0.87
H 2.31 2.07 -1.30
H -1.20 1.52 3.11
H -1.57 -0.03 3.53
H -2.18 0.51 1.97
*
```

Summary:
Kohn-Sham gap ... 0.374 Ha

Results of the Löwdin charge analysis, in e, for atoms 1 through 5: atom 1 (C): -0.209, atom 2 (N): -0.075, atom 3 (C): -0.339, atom 4 (C): -0.213, atom 5 (O): -0.135

=====

Winner for stability: version one

=====

Version one
Here is C5H14N2O in the gas phase from the Open Molecules 2025 dataset. Energies are from ωB97M-V/def2-TZVPD.

Geometry as ORCA input:
```
! RIJCOSX wB97M-V def2-TZVPD def2/J DEFGRID3
* xyz 0 1
C -2.00 0.03 -0.15
N -0.73 0.40 0.46
C 0.40 -0.33 -0.11
C 0.71 0.22 -1.50
O 1.76 -0.48 -2.21
C 1.61 -0.12 0.83
N 1.47 -0.80 2.09
C -3.10 0.94 0.39
H -2.26 -1.05 -0.12
H -1.95 0.15 -1.23
H -0.85 0.48 1.46
H 0.15 -1.40 -0.13
H 1.02 1.25 -1.35
H -0.15 0.14 -2.16
H 2.10 -1.06 -1.55
H 1.61 0.99 0.95
H 2.56 -0.18 0.30
H 2.32 -0.87 2.60
H 0.70 -0.37 2.59
H -4.05 0.85 -0.15
H -2.74 1.96 0.30
H -3.40 0.81 1.43
*
```

Summary:
Kohn-Sham gap ... 0.365 Ha

Results of the Löwdin charge analysis, in e, for atoms 1 through 5: atom 1 (C): -0.301, atom 2 (N): -0.044, atom 3 (C): -0.354, atom 4 (C): -0.196, atom 5 (O): -0.063

=====

Version two
Here is 2 unconnected molecules or ions with the total composition C5H14N2O from the Open Molecules 2025 dataset. Energies are from ωB97M-V/def2-TZVPD.

Geometry as ORCA input:
```
! RIJCOSX wB97M-V def2-TZVPD def2/J DEFGRID3
* xyz 0 1
C -0.43 -0.74 -0.19
C -1.93 -0.90 -0.36
C 0.15 -1.86 0.67
C 0.27 -0.71 -1.55
H -0.20 0.22 0.48
H -0.17 0.04 -2.21
H 1.34 -0.54 -1.44
H -2.43 -0.88 0.61
H -2.18 -1.85 -0.84
H -2.34 -0.10 -0.97
H 1.22 -1.70 0.83
H 0.01 -2.84 0.21
H -0.32 -1.87 1.65
H 0.16 -1.67 -2.07
N -0.01 1.69 1.47
C 0.27 2.13 0.18
O 2.46 1.68 0.45
N 1.41 2.16 -0.38
H 3.22 1.67 -0.15
H -0.73 2.15 1.99
H 0.82 1.49 2.02
H -0.57 2.44 -0.42
*
```

Summary:
Kohn-Sham gap ... 0.361 Ha

Results of the Löwdin charge analysis, in e, for atoms 1 through 5: atom 1 (C): -0.519, atom 2 (C): -0.095, atom 3 (C): -0.098, atom 4 (C): -0.104, atom 5 (H): 0.089

=====

Version three
Here is C5H14N2O in the gas phase from the Open Molecules 2025 dataset. Energies are from ωB97M-V/def2-TZVPD.

Geometry as ORCA input:
```
! RIJCOSX wB97M-V def2-TZVPD def2/J DEFGRID3
* xyz 0 1
C -0.21 -0.95 -0.03
N 1.01 -0.49 0.57
C 2.23 -0.65 -0.28
C 2.80 0.78 -0.61
O 3.50 0.50 -1.82
C -1.41 0.06 -0.20
N -2.15 0.02 1.06
C -3.59 0.43 0.93
H -0.06 -1.45 -1.00
H -0.72 -1.66 0.62
H 1.08 -0.88 1.49
H 1.98 -1.12 -1.25
H 2.98 -1.22 0.25
H 2.01 1.50 -0.82
H 3.45 1.02 0.23
H 3.58 1.30 -2.35
H -0.99 1.02 -0.44
H -2.08 -0.22 -1.04
H -1.70 0.54 1.79
H -3.82 1.03 1.84
H -3.69 0.87 -0.06
H -4.21 -0.43 1.12
*
```

Summary:
Kohn-Sham gap ... 0.344 Ha

Results of the Löwdin charge analysis, in e, for atoms 1 through 5: atom 1 (C): -0.240, atom 2 (N): -0.071, atom 3 (C): -0.177, atom 4 (C): -0.228, atom 5 (O): -0.101

=====

Winner for stability: version one